*A*
Entry from the OMol25 dataset: a single C3H5N3O molecule (ωB97M-V with the def2-TZVPD basis set).

The value obtained for the LUMO energy is 0.906 eV. Its structure (SMILES) is Nc1nc(O)c[nH]1. The HOMO-LUMO gap comes out at 8.62 eV.

ORCA input file:
```
! wB97M-V def2-TZVPD RIJCOSX def2/J DEFGRID3
* xyz 0 1
O 2.5933 -0.4997 -0.3013
H -1.7079 -1.2259 1.6018
N -0.5311 1.0580 -0.2762
C -0.8044 -0.2549 0.0852
H 1.3440 2.0093 -0.8869
H 2.5842 -1.4578 -0.1860
H -2.8525 -0.8161 0.3979
H -1.1141 1.8582 -0.4872
C 0.8340 1.1379 -0.5097
N -1.9234 -0.7162 0.7599
N 0.3061 -0.9696 0.0810
C 1.3010 -0.1111 -0.2556
*
```

*B*
Entry from the OMol25 dataset: a single C3H5N3O molecule (ωB97M-V with the def2-TZVPD basis set).

The value obtained for the LUMO energy is 0.817 eV. Its structure (SMILES) is COc1ncn[nH]1. The HOMO-LUMO gap comes out at 9.79 eV.

ORCA input file:
```
! wB97M-V def2-TZVPD RIJCOSX def2/J DEFGRID3
* xyz 0 1
O -1.0631 -0.6854 0.1289
N 0.6650 0.9310 0.0593
N 1.2405 -1.1574 -0.0660
C -2.1494 0.2463 -0.1398
C 1.9968 0.7962 -0.0194
H -2.6356 0.3145 0.8502
H -1.7519 1.2561 -0.3286
H 1.2203 -2.1764 0.1544
N 2.3933 -0.4473 -0.0768
C 0.1610 -0.3293 0.0509
H -2.8279 -0.3070 -0.7480
H 2.7509 1.5586 0.1349
*
```

Least stable of them? *B*.

*A*
Entry from the OMol25 dataset: a single C3H5N3O molecule (ωB97M-V with the def2-TZVPD basis set).

The value obtained for the LUMO energy is 0.634 eV. Its structure (SMILES) is OCc1nc[nH]n1. The HOMO-LUMO gap comes out at 10.12 eV.

ORCA input file:
```
! wB97M-V def2-TZVPD RIJCOSX def2/J DEFGRID3
* xyz 0 1
N -0.9917 0.7035 -0.3944
O 0.6005 -1.0057 -1.3213
H -0.6802 -0.6620 2.4711
H -2.4840 -0.2039 0.6437
N 0.6468 0.3476 1.1501
N -1.5055 0.0914 0.6637
H 1.0302 0.9215 -2.1128
C 0.3279 0.7894 -0.0927
C -0.4680 -0.2770 1.4942
H 2.2852 0.2425 -1.0055
H 0.0372 -1.2506 -0.2764
C 1.2017 0.3032 -1.2196
*
```

*B*
Entry from the OMol25 dataset: a single C3H5N3O molecule (ωB97M-V with the def2-TZVPD basis set).

The value obtained for the LUMO energy is 0.744 eV. The HOMO-LUMO gap comes out at 9.68 eV.

ORCA input file:
```
! wB97M-V def2-TZVPD RIJCOSX def2/J DEFGRID3
* xyz 0 1
H -0.7237 -3.4860 0.6218
C -0.6519 -2.3825 0.6394
O 1.7303 1.5287 -0.3848
H 0.5877 2.9277 0.6397
H -1.2657 -2.5889 -1.3453
C 0.8230 1.8566 0.6239
N -0.9890 -2.0064 -0.5588
N -1.0607 -0.6625 -0.9694
H 1.3889 1.8704 -1.2219
C -0.6811 0.1975 -0.1585
H 1.2930 1.5858 1.5715
N -0.4507 1.1597 0.5423
*
```

Least stable of them? *B*.

*A*
Entry from the OMol25 dataset: a 2-piece molecular cluster, C3H5N3O overall (ωB97M-V with the def2-TZVPD basis set).

The value obtained for the LUMO energy is 0.353 eV. The HOMO-LUMO gap comes out at 9.91 eV.

ORCA input file:
```
! wB97M-V def2-TZVPD RIJCOSX def2/J DEFGRID3
* xyz 0 1
O -1.8008 1.1340 -3.1546
H 1.1489 -0.4648 2.2536
C -0.9733 1.7242 -2.6466
H 2.0639 1.0360 -1.5130
C 0.3340 -0.9432 1.7045
N 1.2908 0.4074 -1.2421
N 1.0875 0.6111 -0.0384
H -0.5266 -1.0646 2.3678
H -1.8737 -0.4868 0.4617
N -1.1584 0.0292 -0.0530
C -0.0267 -0.1312 0.4906
H 0.6748 -1.9373 1.3940
*
```

*B*
Entry from the OMol25 dataset: a single C3H5N3O molecule (ωB97M-V with the def2-TZVPD basis set).

The value obtained for the LUMO energy is 0.759 eV. Its structure (SMILES) is Nc1c[nH]c(=O)[nH]1. The HOMO-LUMO gap comes out at 8.78 eV.

ORCA input file:
```
! wB97M-V def2-TZVPD RIJCOSX def2/J DEFGRID3
* xyz 0 1
O 0.9654 1.0399 2.4487
N -0.0332 -0.7945 1.3999
H 0.5075 0.2174 -2.5172
C 0.5044 0.4753 1.4711
H -1.0655 0.7359 -2.3698
C -0.2144 -0.0207 -0.6620
H -0.0460 -1.4037 2.1977
H 0.7068 1.8795 -0.0460
H -0.8753 -2.0501 -0.1600
C -0.4601 -1.0932 0.1127
N 0.3874 0.9491 0.1766
N -0.3769 0.0651 -2.0518
*
```

Least stable of them? *A*.

*A*
Entry from the OMol25 dataset: a single C3H5N3O molecule (ωB97M-V with the def2-TZVPD basis set).

The value obtained for the LUMO energy is 0.842 eV. Its structure (SMILES) is Nc1c[nH]c(O)n1. The HOMO-LUMO gap comes out at 9.03 eV.

ORCA input file:
```
! wB97M-V def2-TZVPD RIJCOSX def2/J DEFGRID3
* xyz 0 1
C -1.3345 0.2646 0.0522
H 2.5767 0.4915 0.9157
H 1.1777 -1.7750 -0.2299
N 2.1642 0.4271 -0.0022
C 0.3877 -1.0518 -0.1372
H 2.5504 1.0024 -0.7348
H -2.6567 1.5673 0.2022
N -1.0024 -1.0497 -0.0829
N -0.3189 1.0829 0.1201
C 0.7734 0.2256 -0.0072
O -2.6370 0.6047 0.0947
H -1.6807 -1.7895 -0.1908
*
```

*B*
Entry from the OMol25 dataset: a single C3H5N3O molecule (ωB97M-V with the def2-TZVPD basis set).

The value obtained for the LUMO energy is 0.777 eV. The HOMO-LUMO gap comes out at 8.70 eV.

ORCA input file:
```
! wB97M-V def2-TZVPD RIJCOSX def2/J DEFGRID3
* xyz 0 1
O -1.9760 -0.8098 -1.4621
C -0.9746 -0.4486 -0.6507
N 1.5998 1.5083 0.3762
H 0.3203 -0.2298 1.9008
N -0.5277 0.8494 -0.7181
N 0.6158 -0.3731 0.9331
C -0.3231 -1.2771 0.2230
H 1.6661 -0.1368 0.8755
H -0.5701 -2.2643 0.5843
H -2.1791 -0.0326 -2.0072
C 0.4987 0.9053 0.1161
H 1.8499 2.3093 -0.1710
*
```

Least stable of them? *B*.

*A*
Entry from the OMol25 dataset: a single C3H5N3O molecule (ωB97M-V with the def2-TZVPD basis set).

The value obtained for the LUMO energy is 0.826 eV. Its structure (SMILES) is OCc1nc[nH]n1. The HOMO-LUMO gap comes out at 10.98 eV.

ORCA input file:
```
! wB97M-V def2-TZVPD RIJCOSX def2/J DEFGRID3
* xyz 0 1
H 1.2551 1.0006 1.7479
N -0.9684 -0.1683 0.6270
C 0.1306 0.3833 0.0354
H -2.7631 -0.8036 -0.3526
H 2.0487 1.2956 0.1818
H -1.5499 0.0536 -2.4719
O 2.0838 -0.6477 0.9505
C -1.7802 -0.3536 -0.3874
C 1.4273 0.5916 0.7518
N 0.0309 0.5470 -1.2725
N -1.2023 0.0730 -1.5261
H 2.0379 -1.1294 0.1150
*
```

*B*
Entry from the OMol25 dataset: a 2-piece molecular cluster, C3H5N3O overall (ωB97M-V with the def2-TZVPD basis set).

The value obtained for the LUMO energy (alpha / beta) is 0.455 / 0.455 eV. Its structure (SMILES) is C=C=O.N#CNN. The HOMO-LUMO gap (alpha / beta) comes out at 8.94 / 8.94 eV.

ORCA input file:
```
! wB97M-V def2-TZVPD RIJCOSX def2/J DEFGRID3
* xyz 0 1
H -0.5972 -2.2609 -0.8026
H 1.7533 1.5116 -0.1191
C 1.3001 1.2450 0.8253
N -1.3621 -1.5899 -0.7695
C 1.1563 -0.0431 1.2076
N -0.2813 1.3218 -1.6381
H -1.7235 -0.2751 0.6434
H 1.2091 2.1296 1.4339
H -1.6685 -1.2915 -1.6944
C -0.5755 0.7003 -0.6977
O 1.7401 -0.9829 1.6064
N -0.9507 -0.4647 0.0050
*
```

Least stable of them? *B*.